Entry from OMol25: the molecule C4H2FNO3S in a non-equilibrium geometry (ωB97M-V/def2-TZVPD).

Values from the calculation:
HOMO (spin up / spin down)   -9.09 / -9.07 eV
Kohn-Sham gap (spin up / spin down)   7.624 / 7.540 eV
Electronic energy   -931.8002 hartree

Cartesian coordinates (Å):
S  0.14920  0.22197  -0.65417
F  -2.69982  1.10354  1.96832
O  0.02000  -0.80184  3.97111
O  1.42575  -1.83087  0.44996
O  -1.55308  -2.08397  3.43095
N  -0.65664  -1.31934  3.10482
C  -1.25296  1.04174  -0.07794
C  -1.92937  0.87775  1.03709
C  -0.30560  -1.02087  1.78310
C  0.43912  -1.01568  0.69942
H  2.26654  -1.43601  0.23890
H  -1.65651  1.90724  -0.64014

Cartesian forces, eV/Å:
S -0.050 -0.643 0.202
F -1.712 1.025 0.920
O 0.974 1.236 0.234
O 1.456 -2.140 -0.745
O -0.677 -0.091 -1.479
N 0.896 -1.416 0.804
C -1.644 1.483 0.927
C 4.755 -4.000 -0.654
C -2.825 2.905 -1.833
C -2.122 1.591 2.044
H 0.398 0.533 -0.150
H 0.552 -0.485 -0.270

Entry from OMol25: a structure of composition C33H30AlCl6N2O3P2 in a non-equilibrium geometry (ωB97M-V/def2-TZVPD).

Values from the calculation:
HOMO   -10.60 eV
Kohn-Sham gap   7.431 eV
Electronic energy   -5296.8794 hartree
Total charge   +1

Cartesian coordinates (Å):
Cl  0.83308  2.96507  -2.49571
Cl  1.80802  0.63713  2.19903
Cl  4.75298  4.93015  0.51782
Cl  2.64055  5.38298  -1.69685
Cl  4.45244  2.61795  2.58994
Cl  5.56255  -1.89028  -1.17282
P  -0.65548  -0.59480  -1.41566
P  -1.96003  2.59699  5.93007
Al  1.52222  -0.17245  -0.77284
O  -3.40795  2.18954  6.53886
O  -1.86625  4.16512  6.42619
O  -2.45529  2.64900  4.34166
N  2.08378  -0.29454  -2.67973
N  -0.13493  -0.49975  -3.15393
C  -1.88065  1.82657  -0.76266
C  -3.74040  0.95177  7.22883
C  3.60219  3.76806  0.26825
C  1.45296  -0.66499  -4.96452
C  -3.74226  3.06757  3.83948
C  2.71616  3.88196  -0.81264
C  -2.79753  -2.48144  -0.79375
C  1.75440  1.72792  -0.26485
C  -4.28517  2.16426  -1.14985
C  3.75862  -0.18964  -4.34276
C  -2.66933  -4.86086  -1.42867
C  -3.05550  2.54188  -0.58840
C  2.25299  -5.03465  -1.28468
C  -1.38940  -4.63464  -1.90155
C  2.75764  -0.35248  -5.34952
C  2.34038  1.81063  0.98368
C  -2.00923  0.61687  -1.47424
C  3.36817  2.72319  1.19733
C  2.96362  -2.73561  -0.56060
C  2.65590  -1.48910  0.16626
C  3.37567  -0.11358  -3.02786
C  -0.85156  -3.32275  -1.99571
C  4.18429  -3.00466  -1.25383
C  -3.39493  -3.78254  -0.91489
C  4.45375  -4.22536  -1.86661
C  -4.33598  1.03453  -1.97386
C  1.14093  -0.49485  -3.60576
C  -0.57589  4.79423  6.55348
C  1.82823  2.85972  -1.14447
C  -3.12672  0.27584  -2.18345
C  3.58944  -5.29323  -1.76838
C  2.00837  -3.83436  -0.65377
C  -1.52751  -2.27442  -1.36038
H  -3.79733  2.52160  2.91172
H  -3.15464  -5.85250  -1.59532
H  3.00748  -0.28792  -6.41081
H  4.14260  -0.08285  -2.25390
H  -0.86670  -5.51282  -2.25484
H  1.06391  -3.69044  -0.09136
H  2.10653  -1.75358  1.08448
H  -5.11222  2.79969  -0.94965
H  -0.96408  2.23878  -0.29344
H  0.04971  4.23920  7.28217
H  -3.78397  4.15676  3.69024
H  -0.74326  5.80186  6.97768
H  -3.33982  -1.67931  -0.21083
H  -4.06587  0.20346  6.51699
H  0.16019  -3.11960  -2.42125
H  4.86544  -0.11383  -4.58155
H  0.66286  -0.94739  -5.65548
H  -2.96386  3.50318  -0.04666
H  -4.58179  2.86692  4.49368
H  -0.77891  -0.60847  -3.99837
H  -2.85879  0.52066  7.74349
H  3.91114  -6.24267  -2.09073
H  3.56715  -0.94926  0.46846
H  -3.06278  -0.52930  -2.86578
H  -5.23205  0.78507  -2.48563
H  1.58424  -5.89557  -1.30136
H  5.36380  -4.32578  -2.42321
H  -4.59811  1.17160  7.91224
H  -0.12640  4.78620  5.53617
H  -4.45185  -3.94164  -0.65286

Cartesian forces, eV/Å:
Cl -0.479 -0.166 -0.975
Cl 0.516 0.890 -0.325
Cl 1.122 0.934 0.346
Cl 0.231 -0.491 0.107
Cl -0.947 -0.071 -0.729
Cl -0.578 -0.117 -0.025
P -2.048 -0.957 -3.377
P -0.166 -0.288 -0.701
Al 1.585 0.552 0.287
O -0.439 -0.171 0.840
O -0.709 -0.414 -0.035
O 0.198 0.500 0.871
N -0.106 0.590 0.758
N -2.027 -0.792 -0.785
C -0.858 -0.116 0.554
C 0.278 0.634 0.168
C -1.833 -1.599 0.218
C 0.819 0.820 0.028
C 0.705 0.570 0.307
C -0.460 0.691 -0.530
C -0.761 -0.714 0.586
C -0.957 0.546 -1.159
C 1.501 -0.925 -0.186
C 0.877 0.600 -0.894
C -0.832 0.356 -0.326
C 0.302 1.241 0.080
C 2.469 -0.954 0.124
C 0.585 0.715 -0.610
C -0.027 -0.614 0.698
C 0.620 -0.125 0.051
C 2.066 0.360 1.049
C 1.077 0.649 0.802
C 0.714 -2.365 -1.677
C -0.444 -0.084 0.442
C 0.327 -1.095 -0.701
C 0.376 -0.880 0.697
C -0.955 0.512 0.926
C 0.125 1.006 0.115
C -0.120 -0.090 0.243
C 2.105 0.130 0.070
C 0.772 -0.241 0.283
C -0.080 -0.543 -0.122
C 1.389 -1.132 2.403
C -2.372 1.707 0.850
C -2.086 1.954 0.212
C 0.050 1.558 0.727
C 0.175 0.671 -0.165
H -0.527 0.086 -0.399
H 0.556 0.933 0.512
H 0.046 -0.269 0.377
H -0.488 0.261 0.029
H 0.370 0.271 -0.288
H 0.531 -0.107 -0.547
H 0.308 0.076 -0.229
H -0.805 0.151 -0.053
H -0.551 -0.851 -0.419
H -0.189 0.193 -0.545
H 0.343 -0.268 -0.226
H 0.067 -0.492 -0.593
H 0.669 -0.962 -1.017
H -0.140 -0.033 -0.345
H -1.022 -0.499 0.244
H -1.715 0.056 0.145
H 0.229 0.273 -0.049
H -0.334 -0.707 -0.269
H 0.056 -0.572 0.251
H 0.535 0.153 2.200
H -0.513 0.467 0.033
H 0.010 -0.976 -0.574
H -0.236 -0.198 -0.029
H -0.452 -0.914 -0.394
H -0.571 -0.283 -0.372
H -0.212 0.531 0.257
H 0.542 -0.138 0.153
H 1.005 -0.132 -0.419
H 0.123 0.448 0.869
H 0.664 0.258 0.180

Entry from OMol25: a structure of composition C23H13N4O10SV in a non-equilibrium geometry (ωB97M-V/def2-TZVPD).

Values from the calculation:
HOMO (spin up / spin down)   -5.96 / -5.96 eV
Kohn-Sham gap (spin up / spin down)   7.152 / 7.191 eV
Electronic energy   -3198.2001 hartree
Expectation value of S²   0.762
Energy relative to the best compared isomer or geometry (same formula, charge and spin)   0.000 eV
Total charge   -1
Spin multiplicity   2

Cartesian coordinates (Å):
V  -0.12329  0.33555  -0.57918
S  1.14988  2.35433  -1.51976
O  4.55078  -2.89639  3.47573
O  1.52915  2.59019  -2.87752
O  -0.35562  2.04874  -1.40923
O  4.50120  -0.87386  4.51795
O  0.10151  -0.08914  -2.66599
O  -3.36717  -0.56949  1.79580
O  1.46315  3.42249  -0.59565
O  -1.28336  -0.47471  0.95383
O  -0.95609  0.31116  -4.61846
O  1.68508  1.04337  -0.97327
N  -0.18442  1.79793  1.09623
N  -1.96771  0.22274  -1.28166
N  1.18755  -0.37044  0.84577
N  0.05594  -1.83462  -0.91066
C  -4.30724  0.26621  -0.90088
C  1.74473  -1.57505  0.70997
C  -2.56316  -0.34509  0.91095
C  2.56830  0.04448  2.73255
C  -0.64792  3.96718  1.93379
C  -4.51724  0.55683  -2.24322
C  1.59749  0.43844  1.82530
C  2.72864  -2.02608  1.57488
C  0.49920  3.92135  2.71029
C  -2.16166  0.43973  -2.58268
C  -3.00964  0.09551  -0.46296
C  0.88813  1.72165  1.88765
C  -0.94429  2.88557  1.12939
C  -0.64396  -2.55537  -1.78118
C  4.17646  -1.73242  3.68569
C  -0.27669  -3.82903  -2.16637
C  3.14367  -1.20951  2.61277
C  -3.42807  0.61069  -3.10375
C  1.61832  -3.62992  -0.73829
C  0.90030  -4.36320  -1.66090
C  1.27162  2.77676  2.70296
C  -0.88920  0.24873  -3.40420
C  1.14513  -2.37931  -0.35581
H  -1.52984  -2.10481  -2.20545
H  -5.52291  0.69957  -2.61673
H  0.79136  4.77206  3.31122
H  -5.11195  0.14944  -0.18858
H  3.16819  -3.01137  1.49960
H  2.53785  -4.00668  -0.31499
H  -0.88884  -4.37856  -2.86657
H  -1.28512  4.83967  1.92470
H  2.88487  0.67174  3.55435
H  -3.52618  0.76375  -4.16938
H  2.16673  2.70392  3.30258
H  1.24567  -5.33720  -1.98019
H  -1.80932  2.89246  0.47963

Cartesian forces, eV/Å:
V 0.493 -1.407 0.683
S 1.494 2.460 -0.554
O -0.063 -0.083 0.237
O -0.144 -0.215 0.001
O -0.299 0.030 -0.083
O -0.093 -0.136 0.220
O -0.138 0.127 0.274
O 0.039 0.038 -0.097
O -0.063 -0.151 -0.146
O -0.124 -0.032 -0.089
O 0.039 -0.042 0.153
O -0.373 -0.144 -0.078
N 0.493 0.027 -0.107
N -1.844 0.000 -0.764
N 0.390 -0.291 0.493
N 0.286 -0.124 0.095
C -0.053 0.009 0.028
C 0.206 0.031 0.215
C -0.154 0.012 0.149
C -0.086 0.042 -0.167
C -0.018 -0.016 0.065
C 0.128 -0.045 0.088
C 0.187 -0.094 0.177
C -0.109 0.041 -0.141
C -0.016 -0.048 -0.041
C 0.221 -0.216 -0.150
C 0.148 -0.024 0.101
C -0.134 0.141 0.162
C -0.129 0.048 0.076
C -0.104 -0.151 -0.153
C 0.128 0.398 -0.855
C 0.036 -0.040 0.061
C 0.047 -0.214 0.488
C -0.070 0.072 -0.041
C 0.032 -0.005 0.035
C -0.053 0.105 0.022
C -0.034 -0.040 0.043
C -0.250 0.083 -0.239
C -0.124 -0.216 -0.125
H 0.042 0.083 0.040
H 0.004 0.001 -0.026
H -0.010 -0.005 0.020
H 0.007 -0.002 0.001
H -0.010 0.008 0.038
H -0.031 -0.015 0.028
H -0.010 0.040 -0.023
H -0.020 -0.019 -0.020
H 0.004 -0.028 0.008
H 0.023 0.004 0.004
H 0.005 -0.010 -0.020
H 0.013 -0.009 0.019
H 0.088 0.026 -0.104